DFT (ωB97M-V/def2-TZVPD) results for a 11-piece molecular cluster, C46H125N11O12 overall at a distorted geometry.

XYZ file:
```
194
Properties=species:S:1:pos:R:3:forces:R:3:lowdin_charge:R:1
C 3.55792 -0.28124 -1.12295 1.2903 -1.1814 0.1480 -0.103
O 2.75729 0.77025 -1.47941 -2.0739 1.9236 -0.0491 -0.197
C 1.57890 0.34818 -2.14799 0.3914 -1.4079 -0.6962 -0.210
C 0.48362 -0.04649 -1.19559 0.5889 0.7426 -0.9630 -0.194
N -0.03894 1.22141 -0.70012 -0.1478 -1.0497 -0.5176 -0.029
C -0.69604 0.98177 0.54495 -0.3699 0.6532 1.7980 -0.218
C -1.94620 0.12497 0.45267 -0.4162 -0.8095 0.1871 -0.196
O -1.62426 -1.20837 0.84898 0.9172 -0.8465 0.2394 -0.211
C -2.65449 -2.18984 0.84678 -0.0600 0.4019 -1.1308 -0.074
H 4.13504 -0.07717 -0.22107 0.2242 0.4684 -0.2475 0.088
H 4.17502 -0.43977 -2.00734 0.5617 -0.6784 0.3615 0.076
H 3.04289 -1.20104 -0.84578 -0.4375 -0.1270 -0.2999 0.088
H 1.81509 -0.52793 -2.75192 0.2978 -0.2666 -0.1967 0.103
H 1.19503 1.06322 -2.87564 0.2871 0.6189 0.3148 0.129
H 0.92365 -0.63375 -0.38961 -0.1726 -0.4333 0.0987 0.116
H -0.21224 -0.62744 -1.80088 -0.3753 -0.0693 0.5604 0.096
H 0.82624 1.72449 -0.56415 -0.1099 0.7282 0.5249 0.099
H -0.91884 1.92751 1.03894 -0.3016 0.2500 -0.2001 0.112
H -0.03550 0.50307 1.26788 0.2311 -0.4168 0.1937 0.114
H -2.31969 0.21290 -0.56756 -0.2245 -0.3963 -0.2736 0.108
H -2.76244 0.36817 1.13289 -0.0607 0.9412 0.0624 0.097
H -2.89884 -2.39497 -0.19549 -0.4986 0.0778 -0.1393 0.069
H -3.55070 -1.88621 1.38781 -0.1425 0.2567 0.1006 0.078
H -2.35084 -3.16391 1.23030 0.6426 0.3832 0.4468 0.076
C -8.08518 0.37344 3.63659 0.7536 0.7188 -0.2704 -0.058
C -6.97600 -0.03180 2.66310 0.7688 0.1103 1.5051 -0.433
C -5.61490 0.60224 2.98070 -1.2581 1.9055 -0.7531 -0.142
O -5.79392 2.06795 2.81654 -1.4505 -1.5235 0.2399 -0.195
C -4.70531 2.91978 2.82761 1.6826 -0.5266 0.6231 -0.134
N -6.71698 -1.46393 2.83907 -0.3470 -0.6643 -1.6756 0.026
H -8.28909 1.44419 3.63375 -0.3303 -0.0078 -0.4517 0.075
H -7.72885 0.20595 4.65299 -0.2504 -0.5505 0.1284 0.079
H -8.93957 -0.23758 3.34540 -0.2747 0.2596 0.5315 0.078
H -7.27644 0.25913 1.65652 0.1132 -0.5765 -0.2290 0.138
H -4.86195 0.23166 2.28512 0.1596 0.0094 0.1071 0.103
H -5.44824 0.26768 4.00462 0.7146 0.5650 0.2669 0.109
H -4.92241 3.97979 2.95926 -0.8313 -0.1570 -0.2018 0.095
H -4.10024 2.81201 1.92740 0.1717 0.0185 -0.2609 0.070
H -4.07146 2.67538 3.68002 0.3596 0.0302 0.0784 0.062
H -6.45784 -1.80287 3.75453 0.0647 0.6736 0.3113 0.069
H -7.55754 -1.97043 2.60029 -0.0088 -0.2485 -0.1243 0.068
C 3.09725 3.89623 1.16169 -1.8966 0.3602 0.8397 -0.041
C 3.01781 5.41309 1.32159 -0.4673 -0.9524 -0.2100 -0.476
C 2.86315 5.97810 2.73641 0.4935 -0.8302 -0.1864 -0.192
O 1.87180 5.23454 3.40637 -0.0860 -0.5822 -0.8069 -0.183
C 1.56153 5.70108 4.66356 -0.9247 1.3197 0.3426 -0.141
N 4.13528 5.92671 0.63776 1.9133 1.7077 0.2659 0.015
H 3.81964 3.46778 1.85644 0.1121 -0.1969 -0.4114 0.087
H 3.15116 3.58921 0.11722 0.8356 0.1593 0.0546 0.052
H 2.08731 3.57628 1.41813 -0.0185 -0.6212 0.5383 0.062
H 2.17619 5.78576 0.73773 -1.0629 -0.3335 0.3456 0.125
H 2.68380 7.04463 2.60054 -0.7505 0.3324 0.2804 0.121
H 3.74299 5.94189 3.37880 0.6803 -0.2484 -0.3465 0.125
H 0.82242 5.06456 5.15003 0.3188 -0.3192 -0.0669 0.088
H 1.06575 6.66268 4.53083 -0.2361 0.4391 0.2509 0.083
H 2.40527 5.91885 5.31838 0.4033 -0.4579 0.0477 0.086
H 3.92157 5.78281 -0.33883 0.2960 -0.2924 -0.3759 0.002
H 4.03337 6.93026 0.68878 0.5402 0.6599 0.1478 0.068
C 1.13533 5.84050 -2.53684 -1.1385 0.9290 -0.2835 -0.073
C 2.22155 4.80904 -2.60928 -0.9941 -1.1198 -1.6091 -0.400
C 2.46398 4.29676 -4.13575 -0.7512 -0.5357 2.7453 -0.202
O 2.86184 5.34827 -4.92483 0.0813 0.1801 0.7150 -0.180
C 2.96201 5.11716 -6.29431 -0.3809 1.1982 -0.4069 -0.104
N 3.42758 5.25206 -1.96902 0.0079 -0.0218 -1.3574 0.052
H 0.66363 5.86307 -1.55446 0.2965 -0.0382 0.2660 0.069
H 0.30935 5.59405 -3.20401 -0.0085 -0.1496 -0.2413 0.073
H 1.39330 6.87407 -2.76768 0.4597 -0.0734 -0.1185 0.081
H 1.73182 3.98901 -2.08410 0.5912 -0.6706 0.0683 0.121
H 1.51762 3.82007 -4.39124 -0.4175 0.2756 -0.6872 0.115
H 3.18346 3.47824 -4.15748 0.4295 -0.1003 0.1888 0.096
H 3.87553 4.63888 -6.64762 0.2163 -0.1773 0.3234 0.085
H 2.93097 6.15866 -6.61432 0.1654 -0.2433 -0.9995 0.095
H 2.09792 4.58868 -6.69700 -0.1438 -0.1232 0.0375 0.089
H 3.81324 5.70320 -2.78623 0.8803 1.1221 0.1832 0.089
H 4.02949 4.44216 -1.92577 0.4585 -0.6210 0.4860 0.039
C -5.50106 -5.00770 4.38514 0.3184 0.0077 -0.0613 -0.070
C -4.97969 -6.43645 4.33342 0.7453 -0.2293 -0.9990 -0.444
C -3.43873 -6.52882 4.08095 -0.5841 0.0927 -0.8416 -0.169
O -3.10999 -6.19358 2.71393 -0.7473 0.6477 0.2552 -0.181
C -1.74954 -5.93040 2.51869 1.2094 -0.5472 1.0135 -0.136
N -5.36490 -7.10390 5.54847 -0.1905 0.3600 0.9297 0.032
H -6.56189 -4.96776 4.63241 -0.0354 -0.2110 -0.1938 0.077
H -5.31705 -4.52729 3.42417 -0.0299 0.1632 0.0704 0.074
H -4.99021 -4.45038 5.17033 0.2060 0.1463 0.0443 0.070
H -5.45332 -6.91448 3.47594 -0.0612 -0.2403 -0.0236 0.136
H -3.12857 -7.55878 4.25724 0.0753 -0.2219 0.0918 0.117
H -2.90900 -5.89377 4.79102 0.1499 0.2776 0.0249 0.107
H -1.17950 -6.83359 2.73639 0.2147 -0.3682 -0.1325 0.084
H -1.33692 -5.21192 3.22695 -0.2920 0.4162 0.2395 0.064
H -1.40822 -5.58902 1.54141 -0.9864 -0.0897 -0.3230 0.083
H -5.03199 -8.03858 5.73726 0.1954 -0.1422 -0.6146 0.072
H -4.99613 -6.53425 6.29654 -0.1622 0.0058 0.4762 0.069
C 7.18503 3.15575 -2.79599 0.3621 0.2240 -0.0015 -0.053
C 5.85130 2.60887 -3.34766 1.8549 -1.0218 0.2621 -0.399
C 5.96790 1.14834 -3.88680 0.3098 1.2261 -0.7047 -0.212
O 6.51646 0.29411 -2.91173 -0.7375 -0.3790 -0.9739 -0.192
C 6.40597 -1.06214 -3.37173 0.9365 0.1343 1.8867 -0.102
N 4.96590 2.61553 -2.23074 -1.2640 -0.3526 0.6514 0.041
H 7.98710 3.31544 -3.51660 -0.2966 0.2131 -0.3572 0.074
H 7.67453 2.55002 -2.03337 -0.4822 -0.6637 -0.0254 0.074
H 6.97325 4.06959 -2.24088 -0.0153 0.3017 -0.3829 0.075
H 5.44378 3.28989 -4.09480 0.1734 -0.1445 -0.3439 0.126
H 6.55229 1.07451 -4.80393 0.5553 0.2779 -0.1667 0.119
H 4.99222 0.81283 -4.23835 -0.5991 -0.1640 0.4197 0.116
H 7.00234 -1.28059 -4.25758 -0.2020 0.2884 -0.3070 0.093
H 5.38142 -1.43066 -3.42256 -0.1467 0.2227 -0.3894 0.069
H 6.87854 -1.57919 -2.53660 -0.0161 -0.5184 -0.1528 0.086
H 5.30454 1.92946 -1.57140 0.4391 0.0934 0.5441 0.080
H 4.12462 2.13769 -2.52060 -0.7023 0.1743 0.0023 0.051
C -1.70983 -2.99065 5.19163 -0.7577 -0.1475 -0.5618 -0.069
C -0.71759 -1.97004 4.58957 -1.2722 -0.9881 1.2398 -0.411
C -1.36165 -0.61559 4.32954 0.0684 1.2265 0.6786 -0.179
O -1.88863 -0.10461 5.56909 -0.7053 -0.9616 0.0094 -0.216
C -2.60670 1.12397 5.47134 1.2424 -1.0054 0.1925 -0.081
N 0.30594 -1.85053 5.60588 1.0644 0.8990 -0.0437 0.036
H -2.05923 -2.71685 6.18714 0.0835 0.4635 -0.0640 0.077
H -1.33901 -4.00708 5.32375 0.5906 0.1439 -0.2796 0.062
H -2.59452 -3.08835 4.56244 -0.1920 0.0542 -0.1068 0.066
H -0.27263 -2.37764 3.68184 -0.0652 0.1692 -0.1571 0.130
H -2.07297 -0.52354 3.50878 -0.3491 -0.5265 -0.0091 0.112
H -0.57461 0.10542 4.10858 0.4826 -0.0101 -0.6118 0.116
H -2.60147 1.51133 6.49018 -0.1030 0.3085 -0.1844 0.094
H -3.63440 0.98487 5.13581 0.0534 0.0296 -0.2239 0.061
H -1.99488 1.72520 4.79880 -0.4911 0.7453 -0.0689 0.085
H 0.83477 -1.03725 5.32478 1.0290 0.0136 -0.3134 0.066
H -0.10369 -1.42635 6.42587 -0.6253 -0.4433 0.4666 0.067
C -1.58189 -1.14700 -3.96383 -1.0010 -1.9290 0.7187 -0.015
C -2.24689 -2.52753 -3.44228 0.0071 1.3820 -1.0145 -0.345
C -3.75536 -2.38157 -3.09612 -0.0172 -0.1798 -0.6742 -0.227
O -4.08718 -1.38308 -2.19505 2.2713 0.6193 0.3868 -0.210
C -5.35067 -1.41784 -1.65520 -0.6127 0.4259 0.0327 -0.110
N -2.18139 -3.51340 -4.53684 0.2330 0.0749 0.5944 0.009
H -2.02919 -0.99014 -4.94536 -0.0557 0.6094 0.0945 0.076
H -0.50205 -1.22549 -4.08987 -0.0008 -0.3543 -0.0078 0.055
H -1.76070 -0.35978 -3.23143 -0.3427 0.1402 -0.3503 0.058
H -1.63172 -2.89552 -2.62116 -0.2858 -0.0670 0.2352 0.110
H -4.22885 -3.32873 -2.83771 0.4875 -0.5748 0.7343 0.122
H -4.27508 -2.22144 -4.04076 0.0027 0.6157 -0.5928 0.120
H -5.50378 -0.45123 -1.17528 -0.2193 0.1188 -0.1980 0.074
H -5.47549 -2.14380 -0.85176 -0.0394 -0.5433 -0.1826 0.091
H -6.02773 -1.55673 -2.49804 -0.7594 -0.0886 0.3501 0.098
H -2.48823 -3.14413 -5.42543 -0.1524 0.2110 0.0184 0.084
H -2.76235 -4.30774 -4.30970 -0.0074 -0.2251 -0.0950 0.085
C 1.21415 -4.41733 -2.59664 0.7599 0.0359 -0.4852 -0.045
C 1.62254 -3.76285 -3.93751 -0.6925 -1.0177 0.6131 -0.429
C 2.98862 -4.29787 -4.36328 0.2975 0.4011 0.8305 -0.181
O 4.01495 -3.95854 -3.38500 -0.3698 0.4142 -0.8863 -0.208
C 5.29843 -4.44796 -3.75112 -0.2556 -0.2584 0.3784 -0.120
N 0.63555 -4.15530 -4.94736 0.7056 -0.2389 -0.0450 0.037
H 0.26256 -4.04715 -2.21515 0.1340 0.1073 0.1064 0.056
H 2.04561 -4.27322 -1.90671 -0.2817 0.3346 0.3525 0.065
H 1.15342 -5.49987 -2.70856 -0.2401 -0.0615 -0.2705 0.081
H 1.63187 -2.68245 -3.79348 0.4205 0.2979 0.0465 0.109
H 3.18305 -3.88387 -5.35268 0.5573 0.0714 -0.1370 0.120
H 2.93178 -5.38360 -4.44112 -0.0716 -0.1549 -0.1009 0.124
H 5.64670 -4.07669 -4.71495 -0.2614 -0.1684 -0.3349 0.085
H 5.27009 -5.53607 -3.69358 0.1475 -0.2211 -0.5013 0.086
H 6.07320 -4.15455 -3.04278 -0.4081 0.3516 0.3713 0.079
H 0.76060 -3.69102 -5.83557 0.2867 0.1513 -0.1103 0.066
H -0.30555 -3.93039 -4.65781 -0.2631 -0.0873 0.1307 0.000
C -6.29379 3.21606 -2.84587 -0.4479 -0.6633 -0.0835 -0.065
C -5.82379 2.70980 -1.48169 1.7698 0.6081 0.2605 -0.409
C -4.24753 2.45136 -1.41656 -1.6339 -0.3981 -0.8699 -0.194
O -3.52511 3.57385 -1.85789 -0.9331 0.1330 0.4889 -0.177
C -2.14678 3.54299 -1.60068 0.0450 0.1285 -0.4046 -0.104
N -6.26806 3.62143 -0.45865 -0.3927 0.7125 0.3917 0.043
H -7.36601 3.40043 -2.77924 -0.0720 -0.0811 0.0699 0.072
H -6.16063 2.39317 -3.54818 0.1251 0.1617 -0.3539 0.072
H -5.87148 4.13245 -3.25817 0.4912 -0.1329 0.3897 0.077
H -6.30600 1.74813 -1.30633 0.0336 -0.1257 0.0176 0.116
H -4.09707 1.58558 -2.06145 0.4834 -0.2196 -0.4268 0.106
H -3.96401 2.10497 -0.42272 0.0496 0.3479 0.4276 0.095
H -1.67434 2.76205 -2.19653 0.2431 -0.0260 0.0321 0.076
H -1.89550 3.37926 -0.55275 -0.1657 -0.1150 0.2081 0.073
H -1.77771 4.52833 -1.88526 0.1710 -0.0991 -0.0665 0.081
H -5.72119 4.46936 -0.50402 0.0251 0.2218 -0.0893 0.076
H -6.19165 3.28860 0.49187 0.0772 -0.4157 0.0049 0.046
C 6.81962 -0.54807 1.15046 -0.3768 -0.0135 -0.8444 -0.066
C 6.50240 -1.73118 2.08744 0.4248 2.6539 -0.8066 -0.430
C 5.19154 -2.47798 1.72877 0.6687 -0.2251 1.2256 -0.197
O 4.02546 -1.72056 1.88845 -0.2814 0.9427 0.0951 -0.198
C 2.84577 -2.50850 1.92167 0.3016 0.3614 -0.8149 -0.097
N 7.64964 -2.59447 2.03049 0.1655 -1.4807 -0.1216 0.018
H 6.11594 0.28338 1.19084 -0.3984 -0.2935 0.0082 0.071
H 6.88865 -0.92534 0.13017 -0.2736 0.0562 -0.2646 0.068
H 7.77955 -0.05179 1.29311 0.2625 -0.3628 0.6139 0.073
H 6.59626 -1.25321 3.06255 -1.5414 -0.1718 0.5508 0.133
H 5.14900 -3.29512 2.44889 -0.0065 -0.5419 0.0455 0.116
H 5.21906 -2.91820 0.73200 0.3696 0.0524 -0.2793 0.129
H 1.97228 -1.87931 1.75071 0.1042 0.4152 0.6266 0.075
H 2.78519 -3.07062 2.85357 -0.1670 -0.1644 -0.0622 0.093
H 2.80451 -3.13182 1.02843 0.2530 -0.7157 0.0875 0.080
H 8.48278 -2.03552 2.14697 0.1071 0.0748 -0.1358 0.070
H 7.59384 -3.15458 2.86910 0.3173 -0.5410 0.0260 0.071
```
Forces are in eV/Å.

Values from the calculation:
* charge: 0
* electronic energy: -90680.29168 eV
* energy above the lowest of the compared OMol25 structures with the same formula, charge and spin: 151.7 kJ/mol
* E_HOMO: -8.23 eV
* LUMO energy: 0.018 Eh